# 1
DFT (wB97M-V/def2-TZVPD) results for a 2-piece molecular cluster, C3H8O2 overall.

Output
Structure (SMILES): C=C(C)O.O
Energy (eV): -7334.05379
Kohn-Sham gap (eV): 9.48
F_max (eV Å⁻¹): 4.164

Each line ends with the Löwdin charge.
Geometry (Å):
C -0.5768 -0.8364 1.2708  0.014
C 0.4445 -0.3171 0.6515  -0.458
C 0.9870 1.0540 0.8454  -0.041
O 1.0056 -0.9975 -0.4712  -0.019
H -1.1258 -0.2470 1.9192  0.031
H -0.6700 -1.8878 1.5066  0.071
H 0.5365 1.2744 1.8564  0.093
H 0.6495 1.7712 0.0811  0.079
H 2.1298 1.0871 0.8000  0.112
H 0.3109 -1.6682 -0.6481  0.095
O -0.8309 0.2557 -2.5323  -0.132
H -1.5286 0.8584 -2.0869  0.077
H -1.3317 -0.3469 -3.1926  0.078

Atomic forces in eV per Å
C -0.16 -1.58 1.30
C 1.71 -0.14 -3.79
C 0.27 0.24 0.80
O -0.87 -0.02 1.91
H -0.79 1.22 1.44
H -0.36 -0.32 -1.05
H 1.09 0.68 -1.01
H -0.05 -0.30 0.24
H -1.62 -0.24 0.44
H 0.87 0.46 -0.22
O -2.67 -0.02 -0.52
H 1.56 -1.72 -1.32
H 1.02 1.75 1.79

---

# 2
DFT (wB97M-V/def2-TZVPD) results for a 2-piece molecular cluster, C3H8O2 overall.

Output
Structure (SMILES): C=C(C)O.O
Energy (eV): -7334.98072
Kohn-Sham gap (eV): 9.60
F_max (eV Å⁻¹): 0.681

Each line ends with the Löwdin charge.
Geometry (Å):
C -0.9407 -1.6368 0.2434  0.037
C 0.1531 -1.0084 0.6523  -0.474
C 1.0945 -1.4794 1.6972  -0.042
O 0.6033 0.1383 0.0434  0.014
H -1.2656 -2.5456 0.7154  0.052
H -1.4761 -1.4268 -0.6650  0.057
H 0.8541 -2.4938 2.0020  0.077
H 2.0971 -1.5139 1.2615  0.089
H 1.1173 -0.8847 2.6171  0.086
H -0.1392 0.5056 -0.4628  0.097
O -0.8467 3.0232 -2.2625  -0.061
H -1.3860 3.6574 -1.7723  0.039
H 0.0536 3.0206 -1.9331  0.028

Atomic forces in eV per Å
C -0.04 -0.68 0.02
C -0.04 0.28 -0.43
C 0.25 -0.41 0.40
O -0.37 0.19 0.06
H 0.10 -0.17 0.32
H -0.11 0.62 -0.13
H -0.14 -0.10 -0.06
H -0.02 0.17 0.14
H -0.01 0.23 -0.37
H 0.34 -0.10 0.00
O -0.46 -0.26 -0.26
H 0.53 -0.13 0.04
H -0.04 0.34 0.27

---

# 3
DFT (wB97M-V/def2-TZVPD) results for one molecule with the formula C3H8O2.

Output
Structure (SMILES): OCCCO
Energy (eV): -7335.11773
Kohn-Sham gap (eV): 10.69
F_max (eV Å⁻¹): 0.985

Each line ends with the Löwdin charge.
Geometry (Å):
O 0.6531 -1.4289 0.0824  -0.078
C 0.9751 -0.1939 0.7092  -0.277
C 0.3076 0.8606 -0.1294  -0.175
C -1.1696 0.4644 -0.3514  -0.274
O -1.4092 -0.3783 -1.4591  -0.071
H 1.0089 -2.1511 0.6067  0.096
H 2.0607 -0.0535 0.7872  0.116
H 0.5460 -0.1422 1.7241  0.120
H 0.7794 0.9633 -1.1146  0.122
H 0.4166 1.8426 0.3654  0.119
H -1.5995 -0.0083 0.5527  0.124
H -1.6122 1.4339 -0.5319  0.106
H -0.9570 -1.2087 -1.2412  0.072

Atomic forces in eV per Å
O 0.27 -0.47 0.19
C 0.15 0.24 0.16
C 0.03 -0.15 -0.06
C 0.40 0.65 0.35
O 0.29 -0.06 0.10
H 0.00 -0.06 -0.02
H -0.09 -0.06 -0.04
H 0.13 -0.17 -0.16
H -0.02 -0.15 0.13
H -0.30 -0.38 -0.11
H 0.18 0.46 -0.15
H -0.95 -0.09 -0.23
H -0.08 0.24 -0.18

---

# 4
DFT (wB97M-V/def2-TZVPD) results for one molecule with the formula C3H8O2.

Output
Structure (SMILES): OCCCO
Energy (eV): -7335.11524
Kohn-Sham gap (eV): 10.68
F_max (eV Å⁻¹): 0.532

Each line ends with the Löwdin charge.
Geometry (Å):
O 1.0289 -1.2473 0.5011  -0.079
C 0.6855 0.0422 1.0281  -0.232
C 0.0349 0.9479 -0.0214  -0.163
C -0.9403 0.1567 -0.8985  -0.280
O -0.2730 -0.7742 -1.7165  -0.074
H 0.4134 -1.8750 0.8654  0.092
H 1.6116 0.4659 1.4205  0.115
H -0.0011 -0.1133 1.8677  0.119
H 0.8103 1.4116 -0.6408  0.117
H -0.5093 1.7480 0.4986  0.116
H -1.6628 -0.3373 -0.2386  0.113
H -1.5014 0.8180 -1.5661  0.117
H 0.3033 -1.2431 -1.0995  0.040

Atomic forces in eV per Å
O 0.37 0.05 0.04
C -0.14 0.13 0.24
C 0.07 -0.09 0.00
C 0.05 0.46 -0.02
O -0.24 0.01 -0.25
H -0.19 -0.44 0.22
H -0.12 0.14 -0.01
H 0.06 0.14 -0.03
H -0.17 -0.08 -0.04
H 0.15 -0.08 -0.08
H -0.19 -0.10 0.02
H 0.06 -0.01 0.17
H 0.28 -0.12 -0.26

---

# 5
DFT (wB97M-V/def2-TZVPD) results for C3H8O2 as an isolated structure.

Output
Energy (eV): -7331.65542
Kohn-Sham gap (eV): 9.02
F_max (eV Å⁻¹): 0.517

Each line ends with the Löwdin charge.
Geometry (Å):
C -1.7016 0.0889 1.0804  -0.133
O -0.4133 -0.4685 1.0499  -0.196
C 0.4769 0.3484 0.3360  -0.308
C 1.5391 -0.3176 -0.3189  -0.001
O 0.8626 -0.0564 -2.0171  -0.146
H -2.3267 -0.5560 1.7049  0.086
H -1.6879 1.1014 1.5143  0.086
H -2.1352 0.1606 0.0697  0.085
H 0.2042 0.4461 -1.1184  0.135
H 0.6939 1.3062 0.8212  0.119
H 2.4673 0.2132 -0.5034  0.100
H 1.6073 -1.4037 -0.2891  0.109
H 0.4134 -0.8626 -2.3296  0.063

Atomic forces in eV per Å
C -0.37 0.12 0.08
O 0.09 -0.02 -0.15
C 0.48 0.04 0.19
C -0.06 0.14 0.28
O -0.36 -0.18 -0.07
H 0.09 0.11 -0.12
H -0.02 -0.17 -0.04
H 0.08 -0.04 0.17
H 0.20 -0.15 -0.23
H -0.05 -0.16 -0.10
H -0.16 -0.10 0.02
H -0.04 0.20 -0.03
H 0.12 0.20 0.01

---

# 6
DFT (wB97M-V/def2-TZVPD) results for an isolated ion of composition C3H8O2P and charge -1.

Output
Structure (SMILES): C=[P@]([O-])(O)CC
Energy (eV): -16625.44045
Charge: -1
Kohn-Sham gap (eV): 7.19
F_max (eV Å⁻¹): 3.958

Each line ends with the Löwdin charge.
Geometry (Å):
C 2.4984 1.0716 -0.1872  -0.328
P 1.2616 -0.1130 0.1441  0.428
O 1.5001 -1.1664 1.1673  -0.427
O 0.9718 -0.9227 -1.3158  -0.252
C -0.6557 0.4558 0.2267  -0.327
C -1.4436 -0.8630 0.5111  -0.212
H 3.0409 1.1671 0.7531  -0.074
H 1.8547 1.9286 -0.4871  -0.067
H 1.6108 -0.6585 -1.8940  -0.042
H -0.8509 1.2240 0.9637  0.036
H -0.9796 0.8972 -0.7979  0.079
H -1.3157 -1.5987 -0.3476  0.070
H -1.0408 -1.2120 1.5852  0.099
H -2.4712 -0.5391 0.5330  0.020

Atomic forces in eV per Å
C -1.85 -0.53 -0.04
P -1.11 -0.18 -1.25
O -0.09 0.10 0.57
O -2.62 -0.68 2.74
C 1.26 -0.78 -1.93
C 1.51 0.37 1.04
H 0.09 0.50 -0.05
H 0.89 0.20 0.21
H 2.90 1.17 -2.43
H 0.06 0.04 0.41
H 0.73 -0.72 1.53
H 0.11 0.73 1.47
H -1.16 0.18 -2.64
H -0.73 -0.41 0.37

---

# 7
DFT (wB97M-V/def2-TZVPD) results for one molecule with the formula C3H8O2S2.

Output
Structure (SMILES): OC[C@@](O)(S)CS
Energy (eV): -29004.47597
Kohn-Sham gap (eV): 9.73
F_max (eV Å⁻¹): 3.772

Each line ends with the Löwdin charge.
Geometry (Å):
O 0.2941 0.5065 -2.1991  -0.118
C -0.0104 -0.6410 -1.4128  -0.252
C 0.1947 -0.4103 0.1293  -0.849
O 0.2016 -1.5665 0.8207  -0.109
S 1.9107 0.2455 0.3292  0.790
C -0.9308 0.6998 0.8142  -0.503
S -1.0206 0.5370 2.6030  0.697
H 1.2507 0.6749 -2.4456  0.107
H -1.0749 -0.6880 -1.4236  0.092
H 0.1440 -1.6766 -1.8437  0.149
H -0.5212 -1.5217 1.4880  0.064
H 1.6475 1.2318 -0.5995  -0.107
H -0.5839 1.6701 0.6649  0.019
H -1.8979 0.4487 0.2927  0.095
H 0.3963 0.4898 2.7823  -0.073

Atomic forces in eV per Å
O 1.06 0.00 -0.55
C -1.09 0.06 0.47
C 0.45 2.32 -0.34
O -1.35 -1.62 0.96
S -0.30 1.06 -0.53
C 0.82 -3.32 -1.59
S 1.42 -0.61 0.30
H -1.59 -1.10 0.71
H -1.30 0.34 -0.46
H 1.32 1.18 0.70
H 0.66 -0.16 -0.23
H 0.52 -0.44 0.90
H 0.33 1.51 -0.99
H 0.77 0.60 0.89
H -1.74 0.19 -0.25

---

# 8
DFT (wB97M-V/def2-TZVPD) results for C3H8O2SSi as an isolated structure.

Output
Energy (eV): -26044.72547
Kohn-Sham gap (spin up / spin down) (eV): 8.99 / 8.99
F_max (eV Å⁻¹): 3.476

Each line ends with the Löwdin charge.
Geometry (Å):
C -1.2135 0.9042 1.1105  -0.394
C 0.5056 -0.5813 -0.3954  -0.618
C 1.5225 -1.5569 0.0395  -0.146
O -2.1895 -0.7753 -0.7969  -0.537
O 0.9360 0.6830 -0.4327  -0.269
Si -0.2065 1.8594 -0.2068  0.611
S -1.2194 -0.7783 0.2792  0.831
H -0.9227 0.8664 2.1374  0.028
H -2.3301 1.1301 1.0694  0.068
H 0.1936 -1.4008 -2.0974  0.216
H 2.4063 -1.3506 -0.6153  0.103
H 1.0523 -2.4740 0.0476  0.036
H 2.0661 -1.4956 1.0391  0.108
H -1.2344 1.9564 -1.2204  -0.011
H 0.6337 3.0133 0.0421  -0.025

Atomic forces in eV per Å
C -1.67 0.44 -1.70
C -0.83 -1.18 -2.41
C 2.85 1.72 0.99
O -0.99 0.42 -1.16
O 0.59 0.04 -0.71
Si -0.90 -0.46 1.14
S 1.34 -0.47 2.01
H 0.48 -0.30 0.57
H 1.41 -0.08 0.07
H 0.25 1.73 2.93
H -0.88 -1.05 -0.01
H -0.29 -2.38 -0.63
H -1.35 0.72 -0.52
H 0.07 0.34 -0.76
H -0.09 0.49 0.18

---

# 9
DFT (wB97M-V/def2-TZVPD) results for one molecule with the formula C3H8O2SSi.

Output
Structure (SMILES): C[SiH](C)C=S(=O)=O
Energy (eV): -26045.91630
Kohn-Sham gap (spin up / spin down) (eV): 8.85 / 8.85
F_max (eV Å⁻¹): 4.191

Each line ends with the Löwdin charge.
Geometry (Å):
C -0.1839 -1.7458 0.2141  -0.200
Si 0.0253 0.1029 0.6270  0.578
C -0.8435 1.1644 -0.6782  -0.242
C 1.9734 0.6073 0.9200  -0.316
S 3.1039 0.2194 -0.2755  0.740
O 4.3315 0.9965 -0.0730  -0.361
O 3.0573 -1.0190 -1.0388  -0.345
H -1.0556 -1.7126 -0.4766  0.030
H 0.5943 -1.8781 -0.5530  0.011
H -0.1934 -2.5616 0.9632  0.041
H -0.5980 0.7015 1.7286  -0.044
H -0.5571 2.1560 -0.7258  -0.021
H -0.7542 0.6186 -1.7142  0.068
H -1.9241 1.1500 -0.2743  0.053
H 2.2837 1.6010 1.1935  0.006

Atomic forces in eV per Å
C -0.09 1.08 -0.99
Si 1.98 0.07 -0.89
C -1.46 -3.82 -0.92
C -0.85 -1.53 -3.12
S 0.28 0.45 2.82
O -1.10 -1.20 -1.22
O -0.05 1.42 0.54
H -0.07 -0.45 0.89
H 0.30 -0.39 0.51
H -0.05 0.73 -0.53
H -0.54 0.12 1.88
H 0.81 1.97 -0.21
H -0.46 1.34 1.76
H 1.40 -0.11 -1.01
H -0.11 0.31 0.49

---

# 10
DFT (wB97M-V/def2-TZVPD) results for C3H8O2SSi as an isolated structure.

Output
⟨S²⟩: 2.02
Energy (eV): -26043.26855
Kohn-Sham gap (spin up / spin down) (eV): 4.85 / 6.81
F_max (eV Å⁻¹): 8.138
Multiplicity: 3

Each line ends with the Löwdin charge.
Geometry (Å):
C -2.5831 -1.3167 0.3172  -0.345
C 1.8405 0.8677 -1.6407  -0.194
C 1.1297 -0.0302 1.5101  -0.225
O -0.7068 0.8320 -0.7765  -0.684
O -1.4001 -1.5723 0.1195  -0.109
Si 0.6578 0.3873 -0.2386  0.511
S -2.3412 0.9713 -0.2439  0.858
H -2.9134 -1.0135 1.2698  0.054
H 2.6631 0.1949 -1.7221  0.014
H 1.3130 0.9356 -2.6166  0.046
H 2.0529 1.8449 -1.5861  -0.044
H 1.9807 -0.5445 1.6434  -0.029
H 1.2491 0.7728 2.2781  0.033
H 0.3971 -0.6146 2.0651  0.024
H -3.3391 -1.7147 -0.3788  0.090

Atomic forces in eV per Å
C 0.89 -2.02 -1.48
C -2.25 -1.85 -0.36
C -3.05 3.06 1.67
O -7.77 2.29 -0.82
O -0.44 -0.13 0.26
Si 5.46 -3.59 0.42
S 2.58 0.56 -0.72
H -0.62 0.79 1.52
H 0.73 -0.16 0.02
H -0.15 -0.99 0.58
H 1.92 3.74 0.66
H 3.30 -2.01 -0.37
H 0.02 0.29 -0.69
H -0.51 -0.38 -0.67
H -0.10 0.39 -0.03

---

# 11
DFT (wB97M-V/def2-TZVPD) results for C3H8O2Se as an isolated structure.

Output
Energy (eV): -72679.23068
Kohn-Sham gap (eV): 8.75
F_max (eV Å⁻¹): 4.927

Each line ends with the Löwdin charge.
Geometry (Å):
C 0.2272 1.3449 0.3354  -0.270
C -0.3180 -0.9104 -0.9192  -0.528
C 0.4344 -0.1235 0.6482  -0.328
O 0.7338 1.6792 -0.9160  -0.057
O -0.3530 -0.6152 1.6740  -0.154
Se -1.9798 -1.5105 -0.3524  0.815
H -0.8609 1.5179 0.4563  0.143
H 0.6795 1.8973 1.0861  0.096
H -0.5456 -0.0955 -1.5896  0.007
H 0.3950 -1.5179 -1.5187  0.057
H 1.4241 -0.5800 0.6925  0.131
H 1.5249 1.0898 -0.9573  0.112
H 0.0536 -1.2974 2.3181  0.160
H -2.2841 -2.1338 -1.5939  -0.185

Atomic forces in eV per Å
C -1.46 -1.44 0.68
C 2.87 2.17 0.91
C -1.74 -3.10 -3.41
O 1.26 -0.65 -0.27
O 0.35 -0.68 2.41
Se -1.16 -0.94 1.47
H 0.44 0.04 -0.61
H 1.06 1.43 1.62
H 0.28 0.43 0.06
H -0.59 -0.37 0.99
H 0.31 0.74 -0.12
H -0.66 0.99 -0.63
H -0.59 1.81 -2.09
H -0.36 -0.43 -1.00

---

# 12
DFT (wB97M-V/def2-TZVPD) results for one molecule with the formula C3H8O2Si.

Output
Structure (SMILES): C=C[Si@H](O)CO
Energy (eV): -15212.39743
Kohn-Sham gap (eV): 10.68
F_max (eV Å⁻¹): 5.840

Each line ends with the Löwdin charge.
Geometry (Å):
C 1.9509 0.8595 -0.6757  -0.065
C 1.5340 -0.3093 -0.1794  -0.236
Si -0.1423 -0.5992 0.7610  0.607
O -0.6345 -2.0172 -0.0051  -0.208
C -1.2978 0.8881 0.2137  -0.310
O -2.6062 0.3321 -0.1658  -0.182
H 2.7738 1.0314 -1.1971  -0.003
H 1.2546 1.7362 -0.5637  0.060
H 2.3599 -1.1300 -0.1645  0.085
H -0.1865 -0.8820 2.2629  0.003
H -0.2411 -2.1339 -0.8428  0.021
H -0.7865 1.3184 -0.6936  0.072
H -1.4614 1.5507 1.0536  0.062
H -2.5168 -0.6448 0.1964  0.092

Atomic forces in eV per Å
C -5.33 0.17 2.37
C 1.72 -0.94 1.46
Si 0.83 0.24 -1.37
O -0.96 0.72 2.19
C 0.27 -1.71 -0.47
O 1.40 -2.79 1.49
H 3.77 0.51 -2.02
H 0.85 -0.75 -0.31
H -1.72 1.05 -0.25
H 0.18 0.21 -0.93
H 0.57 -0.21 -1.50
H -0.83 0.05 1.04
H 0.23 0.68 -0.16
H -0.98 2.77 -1.53

---

Relative energy (zero: lowest compared OMol25 entry of this formula, charge and spin)? In order: 1.9968 1.0698 0.9328 0.9353 4.3951 2.2232 2.3725 4.0160 2.8251 0.1393 1.0248 2.8639 eV.